1.
C40H29F2MnN9O4 as an isolated structure at a distorted geometry. Source: the OMol25 dataset; level of theory: the ωB97M-V functional and the def2-TZVPD basis.

Output
Highest occupied orbital energy (spin up / spin down) in Eh: -0.0644 / -0.0522
⟨S²⟩: 1.19
Energy above the lowest of the compared OMol25 structures with the same formula, charge and spin in kcal/mol: 38.5

ORCA input file:
```
! wB97M-V def2-TZVPD RIJCOSX def2/J DEFGRID3
* xyz -2 2
Mn -0.254 1.222 1.939
O 0.663 2.758 -3.232
C 1.660 1.868 -3.125
C 2.295 1.417 -4.283
C 3.362 0.539 -4.197
C 3.803 0.083 -2.960
C 3.132 0.477 -1.811
C 2.067 1.368 -1.873
C 1.281 1.666 -0.634
O 1.271 0.831 0.307
N 0.591 2.794 -0.688
N -0.131 3.015 0.457
C -1.059 3.889 0.368
C -1.945 4.242 1.448
C -3.040 5.068 1.165
C -3.993 5.381 2.111
C -3.844 4.865 3.404
C -2.772 4.066 3.724
C -1.783 3.701 2.767
O -0.804 2.945 3.098
H 0.424 3.002 -2.271
H 1.927 1.758 -5.244
H 3.851 0.204 -5.106
H 4.638 -0.604 -2.896
H 3.410 0.102 -0.834
H -1.229 4.374 -0.600
H -3.141 5.447 0.151
H -4.854 5.989 1.862
H -4.591 5.091 4.159
H -2.657 3.657 4.722
F 4.637 2.941 3.430
C 3.580 2.123 3.672
C 2.506 2.107 2.812
C 1.410 1.275 3.058
C 1.435 0.469 4.228
C 2.561 0.508 5.044
F 2.660 -0.288 6.158
C 3.646 1.317 4.797
C 0.244 -0.336 4.458
C -0.041 -1.076 5.614
C -1.210 -1.800 5.704
C -2.105 -1.773 4.640
C -1.778 -0.999 3.545
N -0.649 -0.305 3.438
H 2.524 2.750 1.938
H 4.501 1.319 5.459
H 0.656 -1.062 6.437
H -1.438 -2.372 6.596
H -3.038 -2.320 4.668
H -2.458 -0.924 2.704
C 3.483 -5.369 -2.694
C 2.354 -4.607 -3.337
C 1.423 -5.236 -4.152
C 0.371 -4.529 -4.709
C 0.221 -3.165 -4.468
N -0.878 -2.523 -5.067
C -1.509 -1.314 -4.829
O -2.058 -0.741 -5.757
N -1.513 -0.775 -3.570
C -1.406 -1.361 -2.296
C -1.659 -2.702 -2.022
C -1.449 -3.154 -0.730
C -1.010 -2.267 0.239
N -0.853 -0.968 0.002
C -1.064 -0.535 -1.226
C 1.174 -2.516 -3.687
C 2.210 -3.238 -3.125
H 3.483 -6.412 -3.014
H 3.394 -5.346 -1.606
H 4.449 -4.930 -2.952
H 1.510 -6.300 -4.345
H -0.358 -5.037 -5.332
H -1.155 -2.896 -5.957
H -1.733 0.210 -3.583
H -2.019 -3.373 -2.788
H -1.621 -4.195 -0.485
H -0.794 -2.593 1.251
H -0.954 0.537 -1.392
H 1.110 -1.448 -3.514
H 2.927 -2.717 -2.505
N -2.101 1.143 1.319
C -3.252 1.298 1.204
N -4.493 1.438 0.923
C -5.565 1.435 1.658
N -6.586 1.421 2.220
*
```

---

2.
A 2-piece molecular cluster, C4H9NO2S overall at a distorted geometry. Source: the OMol25 dataset; level of theory: the ωB97M-V functional and the def2-TZVPD basis.

Output
Highest occupied orbital energy in Eh: -0.3137
Energy above the lowest of the compared OMol25 structures with the same formula, charge and spin in kcal/mol: 72.8

ORCA input file:
```
! wB97M-V def2-TZVPD RIJCOSX def2/J DEFGRID3
* xyz 0 1
C 2.966 0.655 -0.869
C 1.521 0.411 -0.454
C 0.964 1.449 0.384
N 0.506 2.237 1.119
H 3.159 1.676 -1.036
H 3.396 0.117 -1.761
H 3.677 0.337 0.040
H 1.320 -0.625 -0.318
H 0.932 0.508 -1.457
C -2.538 -2.052 0.648
O -1.475 -1.194 0.257
S -1.915 0.231 -0.428
O -2.377 1.314 0.666
H -3.425 -1.945 -0.007
H -2.750 -2.006 1.658
H -2.189 -3.078 0.450
H -1.770 1.967 1.108
*
```